# C32H47Cl3EuN3O3SSi

C32H47Cl3EuN3O3SSi as an isolated structure at a distorted geometry (ωB97M-V with the def2-TZVPD basis set, the Open Molecules 2025 dataset).

Properties
F_max = 0.0558 Eh/bohr
ΔE to the lowest compared entry with this formula, charge and spin = 147.8 kcal per mole
HOMO energy (alpha / beta) = -4.881 / -3.550 eV
Multiplicity = 7
Electronic energy = -4416.0786 Eh

Element x y z (Å)
C  -5.175  3.577  0.294
C  -3.888  3.383  -0.503
H  -5.946  4.125  -0.273
H  -4.957  4.151  1.208
H  -5.595  2.597  0.563
C  -3.463  4.348  -1.413
C  -4.300  5.463  -1.900
H  -2.520  4.221  -1.925
H  -4.369  6.317  -1.215
H  -5.323  5.131  -2.123
H  -3.890  5.869  -2.832
Eu  1.032  -0.581  0.518
Cl  -0.396  -2.521  1.740
Cl  -0.521  1.695  1.799
C  1.292  -1.972  -2.132
O  2.145  -1.232  -1.525
N  1.185  -2.089  -3.441
C  2.162  -1.464  -4.322
C  0.080  -2.846  -4.036
H  0.593  -2.571  -1.534
H  2.705  -0.708  -3.747
H  1.670  -0.998  -5.180
H  2.873  -2.206  -4.710
H  -0.690  -2.956  -3.264
H  0.416  -3.841  -4.368
H  -0.340  -2.314  -4.900
H  -0.206  4.338  0.899
H  -0.276  4.853  -2.004
C  0.849  4.391  0.596
C  0.799  4.648  -1.881
N  1.031  3.779  -0.721
H  1.460  3.866  1.337
C  1.515  2.530  -0.848
O  1.803  1.781  0.119
H  1.171  4.165  -2.793
H  1.631  2.188  -1.894
H  1.135  5.443  0.531
H  1.313  5.607  -1.732
O  -2.790  2.640  0.375
C  -3.408  1.929  -0.654
C  -1.472  2.136  -2.252
C  -2.689  1.531  -1.896
H  -1.049  2.861  -1.553
C  -0.865  1.821  -3.473
H  -4.142  1.200  -0.285
C  -3.248  0.544  -2.742
H  0.012  2.383  -3.806
C  -1.404  0.808  -4.266
C  -2.588  0.166  -3.903
H  -4.206  0.098  -2.465
H  -0.918  0.556  -5.211
H  -3.009  -0.604  -4.554
Si  -2.026  1.902  3.239
Cl  -0.939  -0.622  -0.938
C  -1.443  3.187  4.501
C  -1.889  0.258  4.180
C  -3.780  2.268  2.834
H  -0.860  4.006  4.074
H  -0.831  2.707  5.276
H  -2.312  3.624  5.008
H  -3.843  3.276  2.420
H  -4.405  2.236  3.737
H  -4.155  1.522  2.128
H  -1.721  -0.609  3.529
H  -2.795  0.073  4.777
H  -1.053  0.307  4.896
N  2.646  -1.928  1.878
S  2.287  -3.464  1.722
C  3.224  -4.107  0.356
C  2.522  -4.667  -0.728
C  3.207  -4.920  -1.913
C  4.572  -4.651  -1.999
C  5.271  -4.151  -0.896
C  4.595  -3.879  0.293
C  2.784  -4.336  3.176
C  3.267  -5.657  3.114
C  3.574  -6.319  4.304
C  3.373  -5.698  5.541
C  2.862  -4.394  5.589
C  2.547  -3.718  4.410
H  3.637  -1.844  2.121
H  1.449  -4.849  -0.638
H  2.673  -5.293  -2.793
H  5.104  -4.808  -2.941
H  6.339  -3.933  -0.965
H  5.096  -3.444  1.162
H  3.395  -6.139  2.147
H  3.972  -7.334  4.265
H  3.620  -6.220  6.466
H  2.695  -3.899  6.546
H  2.114  -2.719  4.418

The Löwdin scheme yields these atomic charges, measured in e: number 1, C, carries -0.014; number 2, C, carries -0.323; number 3, H, carries 0.081; number 4, H, carries 0.080; number 5, H, carries 0.086; number 6, C, carries -0.056; number 7, C, carries -0.097; number 8, H, carries 0.079; number 9, H, carries 0.084; number 10, H, carries 0.078; number 11, H, carries 0.076; number 12, Eu, carries 0.953; number 13, Cl, carries -0.292; number 14, Cl, carries 0.437; number 15, C, carries -0.435; number 16, O, carries -0.209; number 17, N, carries -0.164; number 18, C, carries -0.027; number 19, C, carries -0.031; number 20, H, carries 0.069; number 21, H, carries 0.088; number 22, H, carries 0.083; number 23, H, carries 0.092; number 24, H, carries 0.090; number 25, H, carries 0.087; number 26, H, carries 0.085; number 27, H, carries 0.070; number 28, H, carries 0.081; number 29, C, carries -0.058; number 30, C, carries -0.043; number 31, N, carries -0.174; number 32, H, carries 0.082; number 33, C, carries -0.302; number 34, O, carries -0.213; number 35, H, carries 0.086; number 36, H, carries 0.140; number 37, H, carries 0.086; number 38, H, carries 0.092; number 39, O, carries -0.132; number 40, C, carries -0.239; number 41, C, carries -0.114; number 42, C, carries -0.252; number 43, H, carries 0.081; number 44, C, carries -0.093; number 45, H, carries 0.151; number 46, C, carries -0.073; number 47, H, carries 0.090; number 48, C, carries -0.112; number 49, C, carries -0.108; number 50, H, carries 0.118; number 51, H, carries 0.095; number 52, H, carries 0.104; number 53, Si, carries 0.214; number 54, Cl, carries 0.080; number 55, C, carries -0.206; number 56, C, carries -0.219; number 57, C, carries -0.202; number 58, H, carries 0.016; number 59, H, carries 0.027; number 60, H, carries 0.029; number 61, H, carries 0.013; number 62, H, carries 0.057; number 63, H, carries 0.041; number 64, H, carries -0.024; number 65, H, carries 0.030; number 66, H, carries 0.028; number 67, N, carries -0.465; number 68, S, carries 0.817; number 69, C, carries -0.402; number 70, C, carries -0.085; number 71, C, carries -0.087; number 72, C, carries -0.081; number 73, C, carries -0.069; number 74, C, carries -0.077; number 75, C, carries -0.377; number 76, C, carries -0.073; number 77, C, carries -0.086; number 78, C, carries -0.086; number 79, C, carries -0.076; number 80, C, carries -0.078; number 81, H, carries 0.004; number 82, H, carries 0.117; number 83, H, carries 0.108; number 84, H, carries 0.106; number 85, H, carries 0.107; number 86, H, carries 0.117; number 87, H, carries 0.106; number 88, H, carries 0.104; number 89, H, carries 0.101; number 90, H, carries 0.106; number 91, H, carries 0.106